No. 1
52
Properties=species:S:1:pos:R:3:forces:R:3 method="wB97M-V/def2-TZVPD" charge=+1 multiplicity=3 lumo_energy_ev="-4.0459 / -4.6888" homo_lumo_gap_ha="0.2585 / 0.2348"
C 0.956699 2.786854 -0.428062 -0.003 0.001 0.013
O -2.250616 -1.138890 -0.556965 -0.124 0.055 0.310
N 0.804518 0.694330 -1.626489 -0.215 -0.009 -0.049
H -1.543534 3.607006 3.919844 -0.006 0.006 -0.001
H 2.797386 3.252876 -2.459558 -0.007 0.007 -0.011
N 2.696011 1.478092 -3.485129 -0.011 0.004 -0.003
O -2.807500 0.953485 -0.261392 0.049 0.003 0.008
C 1.180129 -0.116805 -2.604832 -0.046 -0.010 -0.042
N -1.280057 0.761420 2.181439 -0.181 0.034 -0.071
O -4.306455 -2.790556 0.209290 0.012 0.006 -0.014
C 2.131109 0.281752 -3.538319 0.003 0.008 0.015
C -2.598719 0.559728 4.124990 0.011 0.015 -0.008
H 3.799142 8.438115 0.596637 0.001 0.004 0.002
C -1.087239 2.051509 2.494855 0.062 -0.026 0.035
C 0.342745 7.169860 1.505736 -0.034 0.020 0.006
H 0.713000 -1.091840 -2.651155 -0.008 0.005 0.008
H -6.900218 -3.021554 -0.192052 0.001 0.002 0.000
C 2.521125 6.714290 0.655872 0.035 0.003 -0.003
C -5.125057 -1.825374 -0.275766 -0.043 -0.011 -0.018
C -0.240321 2.853492 1.567322 0.034 -0.008 -0.028
C -2.028699 0.015507 2.979142 -0.007 -0.005 0.027
H 2.435690 -0.383301 -4.336092 0.004 0.006 -0.003
H -0.217247 4.711210 2.653599 -0.004 -0.002 -0.001
C 0.101775 4.179538 1.769293 -0.001 -0.013 0.016
Pd -0.780006 0.335305 0.062692 0.373 0.228 -0.084
H 3.283946 6.044265 0.280252 -0.011 -0.004 0.001
C 0.734019 8.493089 1.646157 0.018 -0.004 -0.006
H -2.183477 -1.018086 2.696649 -0.012 0.006 -0.020
C -3.157999 -0.261678 -0.462590 -0.005 -0.163 -0.229
C 1.365282 1.910972 -1.560962 0.056 -0.016 0.022
H 1.901936 4.615166 -1.055825 0.003 0.000 0.005
N 0.194277 2.198912 0.489611 -0.066 -0.047 0.130
C 2.314989 2.285102 -2.501551 0.027 -0.015 0.004
H -4.816819 -3.596152 0.347915 0.002 -0.004 0.008
C 0.888537 4.830924 0.821426 0.001 -0.004 -0.010
H -7.451274 1.006194 -1.545966 0.003 0.001 -0.001
C -5.451693 0.442926 -1.026288 -0.004 0.025 0.006
H -3.212297 -0.046954 4.778361 0.006 0.004 0.009
C 1.255025 6.254103 0.996156 0.008 0.000 0.000
C 1.318821 4.117250 -0.294977 0.012 -0.001 -0.007
C -6.803169 0.218042 -1.190425 0.016 -0.012 0.002
H -8.373649 -1.237123 -1.016489 0.001 0.002 0.003
C -7.316889 -1.039457 -0.893819 0.006 -0.003 0.001
N -2.425088 1.831754 4.449840 0.006 -0.014 -0.007
C -4.595509 -0.568609 -0.585177 0.033 -0.036 -0.041
H -5.023288 1.411028 -1.247732 -0.006 0.000 -0.003
H 0.037637 9.228887 2.030715 0.002 0.003 -0.001
C 2.815516 8.056626 0.843840 -0.019 0.003 0.007
N 1.945367 8.937801 1.326954 -0.002 -0.010 -0.003
C -6.490136 -2.047646 -0.434953 -0.005 -0.019 0.002
H -0.667709 6.878094 1.762413 0.010 -0.007 -0.004
C -1.673817 2.569823 3.640663 0.024 -0.010 0.028

No. 2
104
Properties=species:S:1:pos:R:3:forces:R:3 method="wB97M-V/def2-TZVPD" charge=0 lumo_energy_ev=-0.2742 homo_lumo_gap_ha=0.3010
C -7.789539 14.726015 22.920548 0.615 -0.887 0.507
H -11.591137 17.124636 24.112213 1.172 -0.370 -0.184
H -10.417961 14.420157 21.749596 0.000 0.263 -0.685
H -12.253583 10.698825 21.889837 -0.637 -0.107 -0.286
H -13.508818 18.112507 15.496989 -0.248 -0.196 0.741
C -14.230240 19.811327 21.509416 1.556 1.414 1.828
H -13.833000 13.998211 17.519431 -0.042 -0.034 0.152
O -13.982924 19.521889 20.123484 0.108 -0.153 -0.135
C -11.953623 15.470512 21.222643 -8.306 0.709 4.374
H -6.735989 14.435117 22.971916 -0.043 -0.249 -0.636
N -14.993339 16.680977 17.916583 1.633 1.006 -4.581
N -12.392065 16.184487 20.168454 -1.973 0.831 0.009
H -12.237084 19.109988 22.409640 0.085 0.060 -0.525
H -13.517195 15.782497 26.849070 0.746 0.757 0.830
H -7.369678 13.863682 18.477673 0.162 0.066 0.032
H -10.816575 11.300471 22.495679 1.072 0.040 0.509
H -8.280661 17.204821 20.808412 -0.492 0.315 -0.056
O -10.056338 14.037943 23.386226 0.600 -0.033 0.767
N -10.795524 15.023332 20.992978 4.828 -2.969 0.082
C -14.608125 13.140601 20.657548 0.437 0.795 -1.821
C -13.310772 19.033569 22.519561 -1.609 -0.587 0.047
H -13.460092 19.236538 23.604556 -0.324 0.534 -0.820
N -9.281714 17.397672 20.879991 1.274 -3.378 -0.489
H -8.092657 15.065230 21.944939 0.110 -0.276 -0.680
H -9.310026 12.755772 20.628657 -0.122 0.145 -0.410
N -8.948106 18.409882 23.335269 5.056 1.281 -3.345
H -12.092076 14.013992 17.910163 -0.516 -0.253 -1.163
H -11.777694 12.341880 21.467814 0.338 0.400 -1.089
H -15.865886 12.477976 19.375469 -0.138 0.176 -0.072
H -10.282205 16.564994 23.083265 -0.134 0.310 0.775
O -8.209750 11.708418 19.224366 0.275 -2.056 0.327
C -10.028437 18.356556 24.027081 -3.632 6.189 2.720
C -9.752908 18.510099 20.358161 3.183 7.393 0.561
H -8.481983 19.333540 23.258781 -0.648 -1.063 0.049
H -14.587170 13.765297 21.519494 -0.453 0.390 0.732
H -15.422845 17.605944 24.069087 -0.792 -1.006 -0.270
H -14.136549 14.588078 25.856320 0.038 0.683 -0.500
N -10.598121 17.206749 23.806852 -4.360 -2.719 1.030
H -8.363530 14.988867 19.462160 -0.293 -1.484 -1.168
H -10.044172 16.866056 18.306481 -0.069 0.120 0.479
H -16.918479 16.653337 24.067823 -1.602 -0.751 1.069
N -14.850968 16.890595 20.081275 1.076 3.939 4.935
H -14.015245 20.871639 21.548172 -0.067 0.399 0.637
O -8.998912 19.694299 20.324233 -3.742 -6.321 -0.460
H -12.024904 18.610657 17.987323 -0.704 -0.631 -0.623
H -9.912739 16.555959 20.952926 1.085 1.032 -0.167
H -14.962759 16.153083 25.934735 0.311 0.280 -0.313
C -11.799010 11.612834 22.239404 -0.472 1.009 1.100
H -11.768434 17.716888 20.228644 1.236 0.851 0.467
H -13.391546 16.474353 20.080846 0.620 -0.468 0.702
H -13.531693 10.601534 23.411118 -0.419 -0.443 -0.031
C -15.292295 16.221769 19.086415 -7.350 -6.080 0.311
H -11.403099 19.424603 19.908238 0.068 -0.244 0.351
O -12.682285 18.081641 17.475449 0.544 0.342 0.110
H -15.863953 15.161956 22.676680 -0.241 0.020 -0.024
C -13.964488 15.697286 25.892457 -0.447 -1.650 -0.852
H -13.681981 17.999160 22.445534 0.773 -0.135 -0.068
H -12.921116 19.673515 16.182219 -0.108 -0.643 -0.335
H -15.377176 16.194836 17.104609 0.092 0.146 0.722
C -16.128029 16.945521 23.465682 2.341 2.824 0.165
H -14.141565 17.291266 17.711414 -1.634 -1.034 0.954
H -14.610746 17.931255 20.081078 -0.435 -1.891 -0.783
H -11.914810 16.315248 19.299157 0.665 -0.996 -0.411
H -9.061581 13.835679 18.096770 -0.040 0.105 0.944
H -12.882902 14.007967 15.148403 0.162 -0.610 0.668
H -10.353892 14.213575 24.276417 -0.547 0.427 0.206
H -11.814298 18.407616 15.641525 0.556 -0.031 -0.325
C -12.850302 14.210272 17.096439 -0.111 -0.033 0.869
H -9.021898 17.838439 22.409312 0.714 1.828 2.579
O -10.464364 16.049619 18.019393 0.479 0.110 1.424
H -16.423135 17.638496 22.698212 -0.879 0.271 -0.561
H -12.134988 12.831365 24.107813 1.472 0.868 1.054
H -8.344996 13.303727 24.484965 -0.578 0.386 -0.726
O -15.855901 12.647283 20.317430 -1.099 -0.881 0.670
H -7.762224 15.631797 23.512488 -0.722 0.047 0.710
C -12.753241 18.575479 16.135866 0.383 1.491 0.155
H -10.529686 15.007560 19.995176 0.216 -0.555 0.901
H -8.023513 10.981266 19.834242 -0.068 -0.240 -0.518
N -11.057901 18.497178 20.128623 -1.530 1.472 -1.402
O -13.078324 16.148264 24.868423 -1.260 -0.226 -0.581
C -8.392216 12.816962 20.021294 -0.110 2.038 -0.807
H -10.465540 16.724702 16.169056 -0.763 1.260 -1.231
O -12.682306 13.428885 15.910776 0.338 0.854 -0.270
H -8.814882 12.687469 22.925337 1.213 -1.137 -1.175
H -13.408651 20.229932 19.784009 -0.596 -0.490 0.174
H -13.886501 12.372823 20.779165 0.756 -0.982 0.276
O -15.359849 15.946064 22.912430 0.765 -1.228 -0.383
H -15.273169 19.731789 21.844510 0.095 -0.493 -0.806
H -13.446886 15.938456 23.952084 0.498 0.052 1.508
H -12.818043 15.289158 16.930157 0.134 -0.036 -0.263
H -15.075006 16.536084 21.015040 -0.128 -0.115 -0.241
C -10.053817 15.929952 16.708561 0.211 -0.507 -1.327
O -12.736281 15.262015 22.357419 4.459 1.059 -5.835
C -12.615895 12.254150 23.392648 -1.090 -1.644 -1.863
O -10.559436 19.424090 24.666730 2.053 -4.880 -2.009
C -8.351401 13.955554 18.936951 0.389 1.031 1.889
H -14.285985 13.760650 19.813334 0.419 0.206 0.287
O -13.232375 11.196867 24.091702 -0.302 -0.201 0.909
H -7.577898 12.943554 20.753939 0.018 0.148 -0.328
H -10.365397 15.025943 16.250783 -0.830 -1.025 -0.033
O -16.178680 15.198171 19.316062 4.236 4.222 -1.590
H -9.011159 15.938413 16.480467 1.226 0.192 0.692
H -13.368810 12.919942 22.967872 0.035 -0.079 -0.077
C -8.683555 13.588404 23.452870 -0.221 1.711 1.342

No. 3
35
Properties=species:S:1:pos:R:3:forces:R:3 method="wB97M-V/def2-TZVPD" charge=-1 lumo_energy_ev=1.8545 homo_lumo_gap_ha=0.1419
C -1.542172 -2.403961 -1.809972 -0.657 0.135 0.111
C 0.495984 -3.006908 2.621570 0.012 0.034 0.021
H -2.905694 -1.462357 1.844939 -0.079 -0.240 0.139
H 0.430172 3.891874 0.143294 0.247 -0.169 -0.115
O -0.033814 -2.646581 1.352731 0.221 0.059 -0.057
C 0.619487 2.069694 -2.260168 0.106 0.349 -0.357
H 0.489367 4.508109 1.783590 -0.143 0.207 -0.059
O 1.039297 2.550955 1.648468 -1.049 -0.978 -0.786
Ba -0.327419 0.177372 0.972804 -2.299 2.313 0.952
H -1.711795 -2.155237 -2.864427 0.202 0.105 -0.007
H 1.335285 1.854386 -3.067365 0.071 -0.143 0.205
O 0.026708 0.883515 -1.748896 0.249 -0.119 -0.403
H -2.842483 -1.347149 -0.740025 0.073 0.141 0.168
O -2.013960 2.441748 0.707314 1.900 -0.449 -0.189
H -1.680227 3.652708 2.300627 0.500 -0.063 0.296
H -0.486977 -2.607481 -1.633373 0.035 -0.134 -0.128
H -0.124711 2.748188 -2.688832 -0.107 -0.056 0.273
H 1.553395 -3.276231 2.543299 -0.055 -0.221 0.030
C 0.225034 3.599567 1.200598 0.309 0.432 -0.005
H -2.147405 -3.295411 -1.616491 0.237 -0.115 0.129
O 2.093980 -0.429325 -0.113963 0.393 -0.382 0.110
C -1.325886 3.536222 1.248449 -1.644 -1.035 0.445
H -1.764821 4.451645 0.791567 0.728 0.405 -0.218
H -0.187671 0.322322 -2.497770 -0.263 -0.009 0.102
H -0.104754 -3.425262 0.798372 -0.028 -0.091 0.046
C 2.725782 -1.267263 -1.060123 0.294 0.283 -0.130
H 3.531052 -0.728946 -1.565656 -0.013 -0.120 -0.076
O -1.902180 -1.340597 -0.949766 0.225 -0.116 -0.272
H 3.156643 -2.149846 -0.580901 -0.060 0.021 0.082
H 2.541139 0.420726 -0.041842 -0.057 0.151 0.035
O -2.636903 -0.606096 2.191995 0.887 -0.196 -0.414
H 0.435917 -2.144956 3.284363 -0.193 0.091 -0.140
H 2.009831 -1.594406 -1.817764 -0.076 0.050 0.047
H -0.100946 -3.801683 3.069747 0.150 -0.087 0.078
H 1.130738 2.580674 -1.446391 -0.116 -0.053 0.089

No. 4
10
Properties=species:S:1:pos:R:3:forces:R:3 method="wB97M-V/def2-TZVPD" charge=0 lumo_energy_ev=0.4158 homo_lumo_gap_ha=0.3092
H -1.555406 -0.236809 -0.002509 -0.816 0.322 0.557
C 0.484177 -0.351501 -0.276157 1.970 0.710 -1.337
H 0.849906 1.063335 -1.994917 -0.110 0.491 -0.965
H -1.078580 -1.763379 -0.598524 0.022 -0.618 0.431
C 1.180636 0.490387 -1.176454 -1.900 -2.154 3.974
N 2.326169 0.761956 -0.385815 -0.620 -0.579 0.573
H 3.206771 0.775880 -0.869079 0.602 -0.521 0.122
C -0.808940 -0.995761 0.119652 1.035 0.621 -0.355
H -0.626995 -1.305895 1.185839 -0.929 -0.050 -1.174
S 1.850848 -0.538916 0.833446 0.746 1.779 -1.825

No. 5
19
Properties=species:S:1:pos:R:3:forces:R:3 method="wB97M-V/def2-TZVPD" charge=+1 lumo_energy_ev=-5.3425 homo_lumo_gap_ha=0.3115
H -1.743792 -1.036347 -0.194903 0.337 -0.791 -0.229
C -3.363668 -0.403149 1.187204 0.415 2.671 0.624
H -3.512393 0.619033 1.769386 -0.015 -2.202 -1.159
H -3.638866 -1.224208 1.867768 0.648 0.138 -0.340
H 0.956663 -1.758124 -2.461501 0.632 0.420 1.635
C -1.954422 -0.349173 0.594687 1.160 3.538 0.554
H 4.619380 -0.367043 -0.089494 1.319 0.125 0.440
H 3.560253 0.757978 0.329816 0.963 -0.750 -0.063
O 1.229465 -1.439891 -1.550274 -0.893 -0.439 -1.902
H -0.006771 -0.159617 -0.666694 0.724 -1.678 -0.375
N 0.184575 0.590847 -0.040671 -0.261 1.955 -3.825
C 1.065031 1.447121 -0.613285 -0.594 -1.294 4.792
H 1.105428 2.229895 0.203980 0.711 0.384 -2.031
C -1.041598 0.743263 0.710108 -1.494 -2.093 1.803
H -4.062027 -0.443742 0.327278 0.264 0.113 0.503
H 2.085382 -1.840150 -1.375578 0.168 0.015 0.076
H -1.129165 1.544599 1.511466 0.219 -1.020 -1.405
O 3.732278 -0.068685 -0.154624 -2.209 0.629 -0.326
H 1.914247 1.157385 -1.354671 -2.094 0.280 1.228

Energy relative to the best compared isomer or geometry (same formula, charge and spin), respectively: 0.0, 28.9, 0.0, 44.9, 88.5 kcal/mol.
Total energy, respectively: -44757.930, -60283.394, -21586.956, -15514.926, -9918.390 eV.